# 1
C26H30IN2O2S3SbTi | the ωB97M-V functional and the def2-TZVPD basis

Calculated values
Net charge ... -1
Spin multiplicity ... 2
Frontier orbital gap (spin up / spin down) ... 4.789 / 4.893 eV
Highest occupied orbital energy (spin up / spin down) ... -3.566 / -3.576 eV
ΔE to the lowest compared entry with this formula, charge and spin ... 2.320 eV

Element x y z (Å)
Ti1 -0.1342 0.1977 0.5241
C1 -1.5953 -1.5100 -3.2289
C2 -1.0004 -2.1227 -1.9806
C3 0.3624 -2.4266 -1.8575
C4 1.3390 -2.2694 -3.0012
C5 0.8415 -2.9934 -0.6621
C6 2.2944 -3.3697 -0.5129
C7 -0.0481 -3.3288 0.3650
C8 0.4588 -3.9929 1.6188
C9 -1.4254 -3.1360 0.1903
C10 -2.3948 -3.7154 1.1888
C11 -1.8936 -2.4808 -0.9527
C12 -3.3798 -2.2805 -1.1433
H1 -2.0132 -0.5252 -3.0017
H2 -2.4024 -2.1367 -3.6136
H3 -0.8744 -1.3771 -4.0275
H4 2.0792 -1.4985 -2.7760
H5 0.8599 -2.0008 -3.9370
H6 1.8641 -3.2104 -3.1702
H7 2.4066 -4.4586 -0.5298
H8 2.6939 -3.0043 0.4304
H9 2.9138 -2.9441 -1.2953
H10 1.4597 -3.6524 1.8724
H11 0.5033 -5.0807 1.4915
H12 -0.1854 -3.7690 2.4655
H13 -2.5936 -3.0102 2.0004
H14 -1.9925 -4.6272 1.6262
H15 -3.3400 -3.9705 0.7127
H16 -3.8239 -3.1487 -1.6414
H17 -3.5962 -1.4057 -1.7532
H18 -3.8833 -2.1385 -0.1900
C13 1.0845 1.1299 -3.7535
C14 1.6492 1.9032 -2.5952
N1 2.6788 2.7061 -2.8619
C15 3.1840 3.4299 -1.8629
C16 2.6815 3.4533 -0.5825
C17 3.2738 4.3809 0.4378
O1 2.5960 5.6459 0.4882
C18 1.5602 2.6418 -0.2753
C19 0.8842 2.7642 0.9623
N2 -0.2436 2.0701 1.2014
C20 -1.1550 2.3821 2.1888
C21 -0.8908 3.1275 3.3450
C22 -1.8580 3.2989 4.3151
C23 -3.1310 2.7654 4.1671
C24 -3.4494 2.0888 2.9969
C25 -2.4763 1.9334 2.0390
I1 -2.9725 1.0268 0.1580
C26 1.0916 1.7726 -1.3183
O2 0.1307 0.8600 -1.0964
H19 1.8973 0.7000 -4.3374
H20 0.5216 1.7949 -4.4126
H21 0.4202 0.3505 -3.3946
H22 4.0437 4.0438 -2.1157
H23 4.3080 4.6065 0.1770
H24 3.2702 3.9175 1.4294
H25 1.6628 5.4802 0.3229
H26 1.2140 3.5016 1.6838
H27 0.1044 3.5139 3.5059
H28 -1.6048 3.8462 5.2137
H29 -3.8769 2.8817 4.9418
H30 -4.4389 1.6835 2.8362
S1 1.7156 1.3310 4.3592
Sb1 1.3770 -0.5985 3.1551
S2 -0.9596 -0.7976 2.5664
S3 2.2072 -0.2489 0.9039

Force components x, y, z for each atom (eV/Å):
-0.200 -3.568 2.996
0.074 -0.003 0.137
-0.025 -0.191 0.010
-0.102 -0.177 0.063
-0.097 0.150 0.083
-0.203 -0.143 -0.018
-0.042 0.036 0.026
-0.049 -0.123 -0.206
-0.017 0.024 -0.072
0.058 -0.085 -0.247
0.005 0.103 -0.048
0.176 -0.194 -0.011
0.124 0.068 0.081
-0.028 0.022 -0.069
-0.032 0.053 -0.033
-0.004 0.018 -0.006
0.076 -0.034 -0.034
0.002 0.016 0.003
0.065 0.034 -0.002
0.030 -0.016 -0.031
-0.006 0.018 -0.005
0.029 -0.019 0.001
-0.017 0.028 0.039
0.004 -0.011 0.019
0.030 0.025 0.025
0.019 -0.007 0.026
-0.021 0.001 0.039
-0.014 -0.025 0.026
-0.064 0.022 -0.009
-0.030 -0.005 -0.048
-0.037 -0.014 -0.005
-0.004 -0.003 0.149
0.228 0.100 -0.623
-0.340 -0.242 0.284
0.187 0.085 -0.118
-0.419 -0.004 0.247
-0.021 0.075 0.146
0.023 -0.097 -0.037
0.753 -0.618 -1.625
-2.606 -0.897 1.240
2.738 2.077 -0.595
-1.077 0.737 1.192
0.366 -0.260 -0.450
-0.296 0.069 0.211
0.209 0.042 -0.086
-0.108 0.037 -0.030
0.180 -0.121 -0.928
-0.298 0.307 0.723
-0.412 0.315 0.715
1.286 2.113 -3.440
-0.016 -0.043 0.007
-0.002 0.033 0.037
0.007 -0.034 -0.089
-0.018 0.006 0.071
-0.021 -0.030 0.003
0.074 -0.002 -0.034
-0.024 0.053 0.000
-0.130 0.195 -0.012
0.039 -0.082 0.074
0.022 -0.027 0.005
0.012 0.012 0.021
0.004 0.028 0.000
-0.031 0.444 -0.180
0.915 -0.797 1.100
-0.348 0.157 -0.540
-0.572 0.366 -0.169

***

# 2
CHBrClNO | the ωB97M-V functional and the def2-TZVPD basis

Calculated values
Net charge ... 0
Spin multiplicity ... 3
Frontier orbital gap (spin up / spin down) ... 6.323 / 7.290 eV
Highest occupied orbital energy (spin up / spin down) ... -6.889 / -8.799 eV
ΔE to the lowest compared entry with this formula, charge and spin ... 2.483 eV

Element x y z (Å)
C1 -0.7018 0.2359 -0.2516
N1 -1.1445 -0.8309 -0.0939
O1 1.2617 0.4605 0.0429
Cl1 -0.8391 1.7153 -0.0144
Br1 3.2040 -0.0206 0.0148
H1 -1.7804 -1.5602 0.3022

Force components x, y, z for each atom (eV/Å):
2.526 -4.730 0.639
-1.254 -2.981 0.401
-1.208 -0.937 -0.389
-1.840 7.278 0.376
0.817 -0.118 -0.071
0.959 1.489 -0.955

***

Which of these has the lowest ΔE to the lowest compared entry with this formula, charge and spin? C26H30IN2O2S3SbTi